*one*
A cluster of 2 separate species, C2H2O3S in total. Source: OMol25; level of theory: ωB97M-V with the def2-TZVPD basis set.

HOMO level: -10.181 eV
Molecular weight: 106.1 g mol⁻¹
Orbital gap: 9.52 eV

Each line ends with the Mulliken charge.
Positions of all 8 atoms, in Å:
C  -0.825  -0.108  0.107  -0.0292
C  -0.541  0.483  1.461  -0.2487
O  1.018  0.670  -1.635  -0.4094
O  1.006  -1.588  -2.466  -0.3857
O  0.029  -0.706  0.826  -0.1081
S  0.258  -0.390  -2.264  0.7365
H  0.280  1.300  1.650  0.2080
H  -1.225  0.338  2.321  0.2365

---

*two*
A cluster of 2 separate species, C2H2O3S in total. Source: OMol25; level of theory: ωB97M-V with the def2-TZVPD basis set.

HOMO level: -10.247 eV
Molecular weight: 106.1 g mol⁻¹
Orbital gap: 9.74 eV

Each line ends with the Mulliken charge.
Positions of all 8 atoms, in Å:
C  -0.368  0.229  -1.092  -0.2724
C  -0.301  0.154  0.101  0.1015
O  1.317  0.785  3.555  -0.4500
O  1.136  2.612  1.950  -0.4101
O  -0.263  0.036  1.409  -0.5633
S  0.478  1.754  2.895  0.8266
H  -0.415  0.381  -2.128  0.4022
H  0.318  -0.684  1.685  0.3656

---

Stability, highest: *two*

---

*one*
The molecule C2H2O3S. Source: OMol25; level of theory: ωB97M-V with the def2-TZVPD basis set.

HOMO level: -10.208 eV
Molecular weight: 106.1 g mol⁻¹
Orbital gap: 10.50 eV

Each line ends with the Mulliken charge.
Positions of all 8 atoms, in Å:
C  -0.856  -0.560  0.054  0.0175
C  -0.403  0.589  -0.334  -0.2615
O  1.756  1.382  0.681  -0.4691
O  -0.013  -1.570  0.212  -0.1881
O  1.287  -1.116  -0.227  -0.2178
S  1.354  0.619  -0.460  0.4990
H  -2.020  -0.718  0.287  0.2564
H  -1.105  1.375  -0.214  0.3636

---

*two*
A cluster of 2 separate species, C2H2O3S in total. Source: OMol25; level of theory: ωB97M-V with the def2-TZVPD basis set.

HOMO level (alpha / beta): -9.414 / -9.414 eV
Molecular weight: 106.1 g mol⁻¹
Orbital gap (alpha / beta): 8.92 / 8.92 eV

Each line ends with the Mulliken charge.
Positions of all 8 atoms, in Å:
C  -0.705  -0.705  0.412  0.5906
C  -0.758  0.372  1.550  -0.7491
O  1.672  0.795  -0.640  -0.3727
O  1.165  0.007  -2.894  -0.4108
O  -0.560  -1.101  -0.644  -0.3631
S  1.595  -0.268  -1.557  0.7445
H  -1.580  0.941  1.229  0.2640
H  -0.829  -0.042  2.544  0.2965

---

Stability, highest: *two*

---

*one*
A structure of composition C2H2O3S. Source: OMol25; level of theory: ωB97M-V with the def2-TZVPD basis set.

HOMO level: -11.362 eV
Molecular weight: 106.1 g mol⁻¹
Orbital gap: 11.71 eV

Each line ends with the Mulliken charge.
Positions of all 8 atoms, in Å:
C  1.159  0.593  -0.001  -0.3081
C  1.147  -0.610  -0.023  -0.2960
O  -1.165  0.525  1.319  -0.4559
O  -1.195  0.881  -1.106  -0.4616
O  -1.296  -1.380  -0.195  -0.5093
S  -1.055  0.008  0.004  1.1428
H  1.247  1.645  0.014  0.4431
H  1.159  -1.663  -0.013  0.4449

---

*two*
A cluster of 2 separate species, C2H2O3S in total. Source: OMol25; level of theory: ωB97M-V with the def2-TZVPD basis set.

HOMO level (alpha / beta): -9.897 / -9.896 eV
Molecular weight: 106.1 g mol⁻¹
Orbital gap (alpha / beta): 8.49 / 8.49 eV

Each line ends with the Mulliken charge.
Positions of all 8 atoms, in Å:
C  -1.595  0.403  0.113  0.1612
C  0.072  -0.806  -0.307  -0.4194
O  -2.716  0.102  0.159  -0.2806
O  2.629  -0.732  0.130  -0.4793
O  1.254  1.431  -0.145  -0.4977
S  1.407  0.023  0.172  0.8390
H  -1.140  1.430  0.227  0.3076
H  0.087  -1.851  -0.349  0.3693

---

Stability, highest: *one*

---

*one*
The ion C7H17N2O with charge +1. Source: OMol25; level of theory: ωB97M-V with the def2-TZVPD basis set.

HOMO level: -12.916 eV
SMILES: OCCCN1CC[NH2+]CC1
Total charge: +1
Molecular weight: 145.2 g mol⁻¹
Orbital gap: 9.29 eV

Each line ends with the Mulliken charge.
Positions of all 27 atoms, in Å:
O  -1.007  -2.851  -2.145  -0.4902
C  0.273  -2.149  -1.863  -0.2329
C  0.147  -0.492  -2.073  -0.6874
C  -0.879  0.024  -0.937  -0.3095
N  -0.656  1.345  -0.291  -0.0207
C  0.768  1.717  -0.015  -0.6734
C  1.565  0.588  0.857  -0.5026
N  0.745  -0.093  1.921  -0.0993
C  -0.579  0.540  2.254  -0.5214
C  -1.352  1.312  1.048  -0.6454
H  -1.684  -2.174  -2.446  0.3249
H  0.573  -2.402  -0.738  0.1144
H  1.140  -2.556  -2.553  0.2868
H  -0.309  -0.256  -3.147  0.3192
H  1.242  -0.101  -2.046  0.2735
H  -1.959  0.063  -1.446  0.2802
H  -0.980  -0.845  -0.123  0.1918
H  1.312  1.838  -1.065  0.3288
H  0.816  2.757  0.565  0.3613
H  2.058  -0.269  0.189  0.2521
H  2.479  1.137  1.392  0.3358
H  1.324  -0.065  2.812  0.4218
H  0.688  -1.120  1.658  0.4284
H  -0.418  1.209  3.226  0.3104
H  -1.290  -0.347  2.617  0.3047
H  -1.606  2.406  1.442  0.3196
H  -2.413  0.785  0.907  0.3289

---

*two*
The ion C7H17N2O with charge +1. Source: OMol25; level of theory: ωB97M-V with the def2-TZVPD basis set.

HOMO level: -11.948 eV
Total charge: +1
Molecular weight: 145.2 g mol⁻¹
Orbital gap: 9.11 eV

Each line ends with the Mulliken charge.
Positions of all 27 atoms, in Å:
C  0.001  -1.095  0.357  -1.2891
C  -0.718  -0.082  2.643  -0.5717
C  0.292  0.168  -0.454  1.2304
C  1.244  1.151  0.204  -1.8742
C  0.734  -0.331  -1.815  -1.7994
C  -2.164  0.284  -1.428  -0.9345
C  -0.109  -2.283  2.622  -1.0030
N  -1.083  0.813  -0.617  0.0059
N  -0.279  -0.977  1.902  0.4190
O  -0.968  1.177  1.988  -0.4743
H  -0.746  -1.715  -0.081  0.4758
H  0.983  -1.549  0.383  0.5187
H  -1.335  1.133  0.291  0.3444
H  1.960  0.609  0.663  0.5391
H  0.811  1.614  1.012  0.4613
H  1.675  1.760  -0.510  0.5023
H  0.005  -0.888  -2.385  0.3974
H  1.786  -0.778  -1.757  0.3672
H  0.859  0.560  -2.317  0.5928
H  -2.863  1.039  -1.735  0.4094
H  -1.785  -0.183  -2.347  0.3327
H  -2.795  -0.532  -1.113  0.3755
H  -0.540  -2.212  3.662  0.3213
H  -0.502  -3.071  2.017  0.3734
H  0.887  -2.569  2.760  0.4008
H  -0.864  1.638  -1.145  0.4281
H  -1.117  1.785  2.734  0.4509

---

Stability, highest: *two*

---

*one*
The molecule C4H4O3. Source: OMol25; level of theory: ωB97M-V with the def2-TZVPD basis set.

HOMO level: -9.277 eV
Molecular weight: 100.1 g mol⁻¹
Orbital gap: 9.28 eV

Each line ends with the Mulliken charge.
Positions of all 11 atoms, in Å:
C  1.139  1.251  0.935  -0.8410
C  0.239  1.147  -0.255  0.7169
O  0.129  1.886  -1.175  -0.4319
C  -0.341  -0.986  -0.938  -0.3517
O  -0.642  0.013  -0.154  -0.1129
C  -1.313  -2.092  -0.731  0.2590
O  -1.156  -2.940  0.123  -0.4456
H  0.663  1.891  1.687  0.2758
H  2.075  1.718  0.627  0.3045
H  1.321  0.271  1.377  0.3142
H  -2.115  -2.158  -1.497  0.3127

---

*two*
The molecule C4H4O3. Source: OMol25; level of theory: ωB97M-V with the def2-TZVPD basis set.

HOMO level: -9.392 eV
SMILES: CC(=C=O)C(=O)O
Molecular weight: 100.1 g mol⁻¹
Orbital gap: 9.79 eV

Each line ends with the Mulliken charge.
Positions of all 11 atoms, in Å:
C  0.558  0.462  -0.460  -1.3090
C  -0.385  1.196  0.414  0.1988
C  -0.400  2.493  0.382  0.5895
O  -0.401  3.642  0.185  -0.3667
C  -1.406  0.335  1.275  0.5039
O  -1.969  0.832  2.218  -0.5440
O  -1.641  -1.016  0.930  -0.4638
H  1.109  1.090  -1.022  0.4569
H  0.004  -0.195  -1.143  0.2875
H  1.080  -0.339  0.102  0.2946
H  -2.294  -1.254  1.673  0.3523

---

Stability, highest: *two*

---

*one*
The molecule C4H4O3. Source: OMol25; level of theory: ωB97M-V with the def2-TZVPD basis set.

HOMO level: -9.534 eV
Molecular weight: 100.1 g mol⁻¹
Orbital gap: 9.57 eV

Each line ends with the Mulliken charge.
Positions of all 11 atoms, in Å:
C  -1.299  0.456  -0.638  -1.1498
C  -0.083  -0.114  0.021  1.2022
O  -0.087  -1.561  0.255  -0.3945
C  -0.007  -0.749  1.325  0.1933
O  -0.009  -0.831  2.507  -0.4839
C  2.194  0.152  0.115  -0.3358
O  1.106  0.334  -0.602  -0.2249
H  -2.193  0.159  -0.087  0.3479
H  -1.371  0.081  -1.664  0.2984
H  -1.237  1.547  -0.661  0.3217
H  2.986  0.527  -0.571  0.2255

---

*two*
The molecule C4H4O3. Source: OMol25; level of theory: ωB97M-V with the def2-TZVPD basis set.

HOMO level: -9.789 eV
SMILES: CC(=O)C(=O)C=O
Molecular weight: 100.1 g mol⁻¹
Orbital gap: 8.83 eV

Each line ends with the Mulliken charge.
Positions of all 11 atoms, in Å:
C  -0.001  -0.612  1.686  -1.0428
C  0.522  0.090  0.466  0.7036
O  1.638  0.535  0.331  -0.4966
C  -0.495  0.333  -0.661  0.4887
O  -1.683  0.378  -0.457  -0.4837
C  0.039  0.530  -2.081  -0.0294
O  0.882  -0.193  -2.542  -0.4020
H  -0.914  -0.116  2.030  0.3123
H  0.760  -0.611  2.468  0.3114
H  -0.273  -1.642  1.430  0.3058
H  -0.475  1.308  -2.671  0.3328

---

Stability, highest: *two*

---

*one*
The molecule C4H4O3. Source: OMol25; level of theory: ωB97M-V with the def2-TZVPD basis set.

HOMO level: -9.849 eV
SMILES: CC(=O)C(=O)C=O
Molecular weight: 100.1 g mol⁻¹
Orbital gap: 8.50 eV

Each line ends with the Mulliken charge.
Positions of all 11 atoms, in Å:
C  -1.777  0.125  -0.374  -0.9566
C  -0.344  -0.201  -0.409  0.6720
O  0.099  -0.307  -1.543  -0.5144
C  0.611  -0.222  0.768  0.4397
O  0.264  -0.434  1.905  -0.4708
C  2.072  0.121  0.467  -0.0291
O  2.414  0.769  -0.486  -0.4016
H  -2.179  0.639  0.526  0.2927
H  -2.423  -0.707  -0.646  0.2948
H  -1.506  0.435  -1.466  0.3261
H  2.768  -0.219  1.257  0.3472

---

*two*
A cluster of 2 separate species, C4H4O3 in total. Source: OMol25; level of theory: ωB97M-V with the def2-TZVPD basis set.

HOMO level: -9.614 eV
SMILES: CC#CO.O=C=O
Molecular weight: 100.1 g mol⁻¹
Orbital gap: 8.75 eV

Each line ends with the Mulliken charge.
Positions of all 11 atoms, in Å:
C  -1.398  0.990  0.979  -1.0216
C  -0.579  0.088  0.215  0.1752
C  -0.042  -0.649  -0.645  0.2401
O  -0.421  -1.555  -1.535  -0.4452
H  -1.620  0.588  1.968  0.2832
H  -0.929  1.974  1.035  0.2891
H  -2.365  1.110  0.474  0.2923
H  0.319  -1.669  -2.156  0.3572
O  2.146  -0.160  1.004  -0.4561
C  2.084  -0.334  -0.194  0.7221
O  2.803  -0.384  -1.144  -0.4363

---

*three*
The molecule C4H4O3. Source: OMol25; level of theory: ωB97M-V with the def2-TZVPD basis set.

HOMO level: -9.789 eV
SMILES: CC(=O)C(=O)C=O
Molecular weight: 100.1 g mol⁻¹
Orbital gap: 8.73 eV

Each line ends with the Mulliken charge.
Positions of all 11 atoms, in Å:
C  -0.055  -1.506  -0.465  -1.0045
C  -0.612  -0.125  -0.666  0.6713
O  -1.686  0.129  -1.157  -0.5088
C  0.276  1.047  -0.221  0.4192
O  0.949  1.696  -0.986  -0.4805
C  0.262  1.378  1.270  0.0315
O  -0.346  0.697  2.057  -0.4361
H  0.879  -1.618  -1.028  0.3303
H  -0.782  -2.249  -0.798  0.2839
H  0.173  -1.655  0.597  0.3258
H  0.862  2.264  1.555  0.3680

---

*four*
The molecule C4H4O3. Source: OMol25; level of theory: ωB97M-V with the def2-TZVPD basis set.

HOMO level (alpha / beta): -9.505 / -9.508 eV
Molecular weight: 100.1 g mol⁻¹
Orbital gap (alpha / beta): 7.66 / 7.66 eV

Each line ends with the Mulliken charge.
Positions of all 11 atoms, in Å:
C  -1.181  0.229  -0.506  -0.4956
C  -0.217  -0.876  -0.299  0.8448
O  -0.781  -1.805  -0.900  -0.6121
C  0.619  -0.624  0.975  0.0889
O  0.947  -1.266  1.925  -0.4918
C  1.033  0.678  0.290  0.0046
O  1.171  0.054  -0.886  -0.4839
H  -2.144  0.184  0.003  0.3042
H  -1.121  0.757  -1.458  0.3431
H  -0.087  1.247  0.251  0.0545
H  1.761  1.424  0.605  0.4434

---

Stability, highest: *three*